(1)
Here is a 2-piece molecular cluster, C2H4N3P overall in a non-equilibrium geometry from OMol25. Energies are from ωB97M-V/def2-TZVPD.

Summary:
- highest occupied orbital energy (spin up / spin down) (Eh) = -0.318 / -0.318
- ΔE to the lowest compared entry with this formula, charge and spin (kcal/mol) = 61.8
- gap between HOMO and LUMO (spin up / spin down) (eV) = 7.0 / 7.0

ORCA input file:
```
! wB97M-V def2-TZVPD RIJCOSX def2/J DEFGRID3
* xyz 0 1
C 1.0387 1.4609 0.0453
C -0.1213 0.7504 -0.0315
N 2.1328 0.6631 0.0765
N 0.2039 -0.5644 -0.0596
N -1.3970 -1.9159 0.0834
P 1.8096 -0.9120 0.0373
H 1.1583 2.5281 0.0757
H -1.1387 1.0907 -0.0850
H -1.7422 -1.7621 -0.8608
H -1.9440 -1.3387 0.7188
*
```

(2)
Here is a 2-piece molecular cluster, C2H4N3S overall in a non-equilibrium geometry from OMol25. Energies are from ωB97M-V/def2-TZVPD.

Summary:
- highest occupied orbital energy (spin up / spin down) (Eh) = -0.015 / -0.121
- expectation value of S² = 2.0249
- gap between HOMO and LUMO (spin up / spin down) (eV) = 4.4 / 6.3

ORCA input file:
```
! wB97M-V def2-TZVPD RIJCOSX def2/J DEFGRID3
* xyz -1 3
C 0.7910 -0.7946 -0.4462
C 1.0191 -0.3396 -1.5935
N -1.3614 0.3086 1.4981
N -1.3568 2.4926 0.8837
N -1.3799 1.4675 1.4168
S -1.5349 -0.8679 2.7227
H 0.5934 -0.0824 0.3811
H 0.7881 -1.8708 -0.2836
H 1.2238 -1.0185 -2.5469
H 1.2176 0.7052 -2.0323
*
```

(3)
Here is an isolated molecule of C2H4N4 in a non-equilibrium geometry from OMol25. Energies are from ωB97M-V/def2-TZVPD.

Summary:
- highest occupied orbital energy (Eh) = -0.337
- SMILES string = Nc1ncn[nH]1
- ΔE to the lowest compared entry with this formula, charge and spin (kcal/mol) = 34.0
- gap between HOMO and LUMO (eV) = 9.9

ORCA input file:
```
! wB97M-V def2-TZVPD RIJCOSX def2/J DEFGRID3
* xyz 0 1
N -1.7733 -0.0188 -0.1870
C -0.3732 0.0309 -0.0277
N 0.2627 -1.1100 -0.0676
C 1.5503 -0.7480 0.0390
N 1.7588 0.5052 -0.1232
N 0.4639 1.1137 -0.0323
H -2.1949 -1.0063 -0.1212
H -2.3530 0.3873 0.6769
H 2.3148 -1.3900 -0.0883
H 0.3439 2.2360 -0.0685
*
```

(4)
Here is a 2-piece molecular cluster, C2H4N4 overall in a non-equilibrium geometry from OMol25. Energies are from ωB97M-V/def2-TZVPD.

Summary:
- highest occupied orbital energy (Eh) = -0.294
- ΔE to the lowest compared entry with this formula, charge and spin (kcal/mol) = 122.5
- gap between HOMO and LUMO (eV) = 8.8

ORCA input file:
```
! wB97M-V def2-TZVPD RIJCOSX def2/J DEFGRID3
* xyz 0 1
N 1.4724 -0.7658 -0.0245
C 0.2300 -1.1584 0.0521
N -0.5800 0.5669 -1.9097
C -1.2401 1.2880 -1.2932
N -0.8946 0.7363 1.1921
N -0.4446 -0.3921 1.1270
H 1.8524 0.0639 0.4331
H 2.0828 -1.2348 -0.6819
H -1.8782 1.9822 -0.7887
H -0.6002 -1.0862 1.8937
*
```

(5)
Here is an isolated molecule of C2H4N4 in a non-equilibrium geometry from OMol25. Energies are from ωB97M-V/def2-TZVPD.

Summary:
- highest occupied orbital energy (Eh) = -0.354
- SMILES string = [H]/N=C/N(N)C#N
- ΔE to the lowest compared entry with this formula, charge and spin (kcal/mol) = 63.1
- gap between HOMO and LUMO (eV) = 10.4

ORCA input file:
```
! wB97M-V def2-TZVPD RIJCOSX def2/J DEFGRID3
* xyz 0 1
H 2.4531 -1.1630 -0.0102
N 1.6588 -0.5368 -0.0168
C 0.4869 -0.8743 0.2182
N -0.4711 0.0794 -0.0667
N -0.1250 1.4557 0.0050
C -1.8965 -0.0998 0.0798
N -3.0232 -0.1228 -0.0333
H 0.1014 -1.8803 0.4846
H 0.7864 1.3152 0.2458
H 0.0292 1.8266 -0.9064
*
```

(6)
Here is an isolated molecule of C2H4N4 in a non-equilibrium geometry from OMol25. Energies are from ωB97M-V/def2-TZVPD.

Summary:
- highest occupied orbital energy (Eh) = -0.341
- SMILES string = Nc1cnn[nH]1
- ΔE to the lowest compared entry with this formula, charge and spin (kcal/mol) = 39.6
- gap between HOMO and LUMO (eV) = 9.9

ORCA input file:
```
! wB97M-V def2-TZVPD RIJCOSX def2/J DEFGRID3
* xyz 0 1
N -0.5058 -1.4816 0.3464
C -0.0195 -0.2473 -0.0468
C 0.9870 0.5320 0.4207
N 0.9695 1.7893 -0.2156
N -0.1185 1.8027 -0.8937
N -0.7254 0.6424 -0.8559
H 0.3958 -2.0911 0.4495
H -1.1880 -1.5548 1.1713
H 1.7382 0.2385 1.0977
H -1.5332 0.3698 -1.4737
*
```

(7)
Here is an isolated molecule of C2H4N4 from OMol25. Energies are from ωB97M-V/def2-TZVPD.

Summary:
- highest occupied orbital energy (Eh) = -0.354
- SMILES string = NC1=NN=NC1
- ΔE to the lowest compared entry with this formula, charge and spin (kcal/mol) = 37.2
- gap between HOMO and LUMO (eV) = 10.2

ORCA input file:
```
! wB97M-V def2-TZVPD RIJCOSX def2/J DEFGRID3
* xyz 0 1
N -0.5685 -1.0497 1.1091
C -0.1669 0.0328 0.4082
N -0.2489 1.2508 0.8405
N 0.3197 2.0642 -0.1676
N 0.7292 1.4272 -1.1582
C 0.4822 0.0055 -0.9359
H -0.7216 -1.9270 0.6406
H -1.1027 -0.8779 1.9480
H -0.1550 -0.3867 -1.7358
H 1.4325 -0.5391 -0.9490
*
```

(8)
Here is an isolated molecule of C2H4N4 in a non-equilibrium geometry from OMol25. Energies are from ωB97M-V/def2-TZVPD.

Summary:
- highest occupied orbital energy (Eh) = -0.317
- SMILES string = [H]/N=N/C(N)=C=N
- ΔE to the lowest compared entry with this formula, charge and spin (kcal/mol) = 96.4
- gap between HOMO and LUMO (eV) = 9.0

ORCA input file:
```
! wB97M-V def2-TZVPD RIJCOSX def2/J DEFGRID3
* xyz 0 1
H -0.2689 1.5701 2.3025
N 0.1975 1.0189 1.5816
N -0.6941 0.5561 0.8371
C -0.2823 -0.1787 -0.2984
N -1.1561 -0.7595 -1.2316
C 1.0361 -0.1250 -0.3596
N 2.1698 0.1222 0.0178
H -1.5814 -0.0843 -1.8538
H -1.8868 -1.2817 -0.7616
H 2.4662 -0.8380 -0.2340
*
```

(9)
Here is an isolated molecule of C2H4N4O in a non-equilibrium geometry from OMol25. Energies are from ωB97M-V/def2-TZVPD.

Summary:
- highest occupied orbital energy (Eh) = -0.397
- SMILES string = COn1cnnn1
- ΔE to the lowest compared entry with this formula, charge and spin (kcal/mol) = 131.1
- gap between HOMO and LUMO (eV) = 10.2

ORCA input file:
```
! wB97M-V def2-TZVPD RIJCOSX def2/J DEFGRID3
* xyz 0 1
C 0.8115 0.4860 0.1926
O 0.0295 -0.6237 0.3738
N -1.5707 -0.2394 0.0655
C -2.6195 -1.0955 -0.0401
N -3.7262 -0.4365 -0.0218
N -3.2824 0.8692 0.0159
N -1.9629 0.9587 0.0647
H 1.6899 0.0697 -0.0692
H 0.9818 1.1879 1.1133
H 0.3522 1.0926 -0.5498
H -2.6451 -2.2124 -0.0416
*
```

(10)
Here is an isolated molecule of C2H4N4O in a non-equilibrium geometry from OMol25. Energies are from ωB97M-V/def2-TZVPD.

Summary:
- highest occupied orbital energy (Eh) = -0.308
- SMILES string = [H]/N=c1/[nH]nc(N)o1
- ΔE to the lowest compared entry with this formula, charge and spin (kcal/mol) = 61.3
- gap between HOMO and LUMO (eV) = 8.9

ORCA input file:
```
! wB97M-V def2-TZVPD RIJCOSX def2/J DEFGRID3
* xyz 0 1
H -2.4534 -1.1129 0.1043
N -1.9850 -1.1863 -0.7378
C -0.9237 -0.5361 -0.4636
N 0.1931 -0.5413 -1.2179
N 1.2525 0.1571 -0.6923
C 0.7521 0.4073 0.5432
N 1.2357 1.2934 1.4992
O -0.6071 0.1926 0.7157
H -0.1351 -0.4730 -2.2463
H 2.2581 1.8278 1.4724
H 1.3419 0.9302 2.5088
*
```

(11)
Here is an isolated molecule of C2H4N4O in a non-equilibrium geometry from OMol25. Energies are from ωB97M-V/def2-TZVPD.

Summary:
- highest occupied orbital energy (Eh) = -0.327
- SMILES string = [H]/N=c1\nc(N)o[nH]1
- ΔE to the lowest compared entry with this formula, charge and spin (kcal/mol) = 42.0
- gap between HOMO and LUMO (eV) = 9.4

ORCA input file:
```
! wB97M-V def2-TZVPD RIJCOSX def2/J DEFGRID3
* xyz 0 1
H -2.5889 -1.4818 0.1040
N -2.3981 -0.4586 0.0593
C -1.1530 -0.1976 -0.0377
N -0.0400 -1.0148 -0.0392
C 0.9650 -0.1863 -0.0646
N 2.2806 -0.4784 -0.0490
O 0.7009 1.0967 0.0086
N -0.7257 1.1428 -0.1044
H 2.8620 0.2043 0.3882
H 2.4451 -1.4218 0.4220
H -1.0161 1.8923 0.5629
*
```

(12)
Here is an isolated molecule of C2H4N4O in a non-equilibrium geometry from OMol25. Energies are from ωB97M-V/def2-TZVPD.

Summary:
- highest occupied orbital energy (Eh) = -0.334
- SMILES string = [H]/N=c1\ncon1N
- ΔE to the lowest compared entry with this formula, charge and spin (kcal/mol) = 102.8
- gap between HOMO and LUMO (eV) = 9.9

ORCA input file:
```
! wB97M-V def2-TZVPD RIJCOSX def2/J DEFGRID3
* xyz 0 1
H 1.8991 -2.1991 0.0978
N 1.7177 -1.1225 0.0317
C 0.4866 -0.6499 -0.1792
N -0.7633 -1.3350 0.0812
C -1.6127 -0.3691 0.1071
O -1.1280 0.8095 -0.0694
N 0.1696 0.6858 -0.4118
N 0.8447 1.5662 0.2633
H -2.7768 -0.3540 0.4816
H 1.5352 1.2431 0.9609
H 1.3424 2.3863 -0.3026
*
```

(13)
Here is an isolated molecule of C2H4N4O2 in a non-equilibrium geometry from OMol25. Energies are from ωB97M-V/def2-TZVPD.

Summary:
- highest occupied orbital energy (Eh) = -0.339
- SMILES string = [H]/N=c1/nc(O)n(N)o1
- ΔE to the lowest compared entry with this formula, charge and spin (kcal/mol) = 51.4
- gap between HOMO and LUMO (eV) = 9.4

ORCA input file:
```
! wB97M-V def2-TZVPD RIJCOSX def2/J DEFGRID3
* xyz 0 1
H -1.2750 0.2118 -3.0358
N -1.8464 0.2084 -2.1922
C -1.0213 0.2489 -1.1905
N -1.3936 0.1893 0.1717
C -0.2850 0.2038 0.7996
O -0.0055 0.2502 2.0787
N 0.7638 0.3761 0.0523
N 1.7193 -0.5545 0.3067
O 0.3565 0.3641 -1.2915
H -0.7845 -0.0400 2.6237
H 2.4882 -0.1524 0.8987
H 1.2835 -1.3057 0.7786
*
```

(14)
Here is C2H4N4O2 as an isolated structure in a non-equilibrium geometry from OMol25. Energies are from ωB97M-V/def2-TZVPD.

Summary:
- highest occupied orbital energy (Eh) = -0.376
- ΔE to the lowest compared entry with this formula, charge and spin (kcal/mol) = 103.3
- gap between HOMO and LUMO (eV) = 9.9

ORCA input file:
```
! wB97M-V def2-TZVPD RIJCOSX def2/J DEFGRID3
* xyz 0 1
C -0.6528 1.0159 0.0037
C 0.4825 -0.7254 -0.7125
H 0.5070 -1.5710 2.3711
H 0.6889 1.4148 1.6301
H -1.5334 2.4160 0.9237
H 0.4240 -1.3359 -2.3464
N 0.8483 -0.5305 0.6764
N 0.6862 0.9935 0.6500
N -1.5571 1.8257 0.1325
N 0.8363 -1.6585 -1.4878
O -0.1805 -1.1877 1.3485
O -0.4146 0.3029 -1.1139
*
```

(15)
Here is an isolated molecule of C2H4N4O2 in a non-equilibrium geometry from OMol25. Energies are from ωB97M-V/def2-TZVPD.

Summary:
- highest occupied orbital energy (Eh) = -0.349
- SMILES string = [H]/N=c1\nc(O)on1N
- ΔE to the lowest compared entry with this formula, charge and spin (kcal/mol) = 78.4
- gap between HOMO and LUMO (eV) = 9.8

ORCA input file:
```
! wB97M-V def2-TZVPD RIJCOSX def2/J DEFGRID3
* xyz 0 1
H 0.4256 -2.4623 -0.4691
N 1.0589 -1.8416 0.1284
C 0.3449 -0.8233 -0.2531
N -0.9969 -0.5948 -0.7710
C -1.2237 0.7197 -0.6475
O -2.0921 1.5183 -1.2032
O -0.4996 1.3806 0.1806
N 0.6583 0.4788 0.1827
N 1.4733 0.6165 1.3867
H -2.7783 0.9780 -1.7517
H 1.1147 -0.2086 2.0628
H 2.5148 0.2387 1.1544
*
```

(16)
Here is C2H4N4O2 as an isolated structure in a non-equilibrium geometry from OMol25. Energies are from ωB97M-V/def2-TZVPD.

Summary:
- highest occupied orbital energy (Eh) = -0.370
- ΔE to the lowest compared entry with this formula, charge and spin (kcal/mol) = 117.5
- gap between HOMO and LUMO (eV) = 9.7

ORCA input file:
```
! wB97M-V def2-TZVPD RIJCOSX def2/J DEFGRID3
* xyz 0 1
C 0.0196 1.0107 1.9426
C -0.2819 -0.1985 -1.1082
H -0.8366 0.2986 2.7163
H 0.9889 1.3180 2.4514
H -0.7097 1.8963 1.4168
H -0.7558 -2.2192 0.1875
N 0.6172 0.2855 0.9041
N 1.2947 0.9897 -0.1207
N 0.7976 0.7410 -1.2172
N -0.4913 -0.3206 0.2554
O -0.6752 -0.7492 -2.0936
O -0.9049 -1.5054 0.7774
*
```

(17)
Here is an isolated molecule of C2H4N4O2 from OMol25. Energies are from ωB97M-V/def2-TZVPD.

Summary:
- highest occupied orbital energy (Eh) = -0.310
- SMILES string = Nn1nnc(O)c1O
- ΔE to the lowest compared entry with this formula, charge and spin (kcal/mol) = 32.1
- gap between HOMO and LUMO (eV) = 9.0

ORCA input file:
```
! wB97M-V def2-TZVPD RIJCOSX def2/J DEFGRID3
* xyz 0 1
N -0.6550 -0.5858 1.8487
N -0.5176 -0.0707 0.5655
N -1.4190 0.7438 -0.0226
N -0.8872 1.0585 -1.1732
C 0.3160 0.4817 -1.3210
O 1.1314 0.6494 -2.3795
C 0.5814 -0.2413 -0.1804
O 1.6311 -0.9541 0.2174
H -1.4849 -1.1831 1.8465
H -0.7930 0.1910 2.4910
H 0.6847 1.2486 -2.9864
H 1.4120 -1.3381 1.0941
*
```

(18)
Here is an isolated molecule of C2H4N4O2 in a non-equilibrium geometry from OMol25. Energies are from ωB97M-V/def2-TZVPD.

Summary:
- highest occupied orbital energy (Eh) = -0.298
- SMILES string = Nn1cno/c1=N/O
- ΔE to the lowest compared entry with this formula, charge and spin (kcal/mol) = 132.0
- gap between HOMO and LUMO (eV) = 8.3

ORCA input file:
```
! wB97M-V def2-TZVPD RIJCOSX def2/J DEFGRID3
* xyz 0 1
N -0.5239 1.2310 -0.0796
N 0.3073 0.1927 0.0139
C 1.6146 0.1799 0.0188
N 2.1018 -0.9788 0.0873
O 1.0401 -1.8509 -0.1439
C -0.1647 -1.1183 -0.0220
N -1.3517 -1.6020 0.0806
O -2.3870 -0.7820 0.0619
H -0.3104 1.9263 -0.8275
H -0.8097 1.6126 0.9103
H 2.3392 1.0871 0.3878
H -1.8557 0.1023 -0.4876
*
```

(19)
Here is C2H4N4O5 as an isolated structure in a non-equilibrium geometry from OMol25. Energies are from ωB97M-V/def2-TZVPD.

Summary:
- highest occupied orbital energy (Eh) = -0.413
- ΔE to the lowest compared entry with this formula, charge and spin (kcal/mol) = 36.2
- gap between HOMO and LUMO (eV) = 10.9

ORCA input file:
```
! wB97M-V def2-TZVPD RIJCOSX def2/J DEFGRID3
* xyz 0 1
C 0.5215 -1.3136 -0.3895
C -1.2253 0.6863 -0.5967
N 1.6908 -1.8510 0.0631
N 0.4655 0.0370 -0.1214
N -2.2488 0.9054 0.4672
N 1.2947 1.0383 0.3214
O -0.2943 -1.8162 -1.1223
O -3.3212 1.4076 0.1634
O -1.8490 0.7125 1.5745
O 2.4226 0.7849 0.6406
O 0.8547 2.1657 0.4174
H -0.8663 1.6753 -0.8841
H -1.4415 -0.0561 -1.4507
H 2.2098 -1.4785 0.8222
H 1.7867 -2.8977 0.0949
*
```

(20)
Here is C2H4N4OS as an isolated structure in a non-equilibrium geometry from OMol25. Energies are from ωB97M-V/def2-TZVPD.

Summary:
- highest occupied orbital energy (spin up / spin down) (Eh) = -0.241 / -0.317
- ΔE to the lowest compared entry with this formula, charge and spin (kcal/mol) = 11.2
- expectation value of S² = 2.0111
- gap between HOMO and LUMO (spin up / spin down) (eV) = 7.2 / 6.3

ORCA input file:
```
! wB97M-V def2-TZVPD RIJCOSX def2/J DEFGRID3
* xyz 0 3
C -0.1011 0.3964 -0.5420
C 0.9651 1.2760 -0.2456
N 0.1587 -0.8658 -0.4745
N 1.9273 0.2725 0.0736
N 1.4728 -0.9646 -0.1835
N -2.7663 -0.4212 0.4220
O 1.1467 2.4560 -0.2300
S -2.3977 0.7155 -0.7224
H 2.8522 0.5979 0.4746
H 1.5304 -1.7976 0.3816
H -2.7171 -1.3262 -0.0482
H -2.0711 -0.3387 1.0945
*
```